No. 1
Here is the ion C8H8FN4 with charge +1 from the OMol25 dataset. Energies are from ωB97M-V/def2-TZVPD.

Structure (XYZ):
```
21
Properties=species:S:1:pos:R:3:nbo_charge:R:1
C -1.906 -0.453 -4.106 -0.169
C -1.051 -0.784 -3.347 0.081
N 0.048 -0.862 -2.556 -0.575
C -0.022 -0.554 -1.261 0.590
N 1.000 -0.573 -0.419 -0.458
C 0.482 -0.175 0.739 0.450
C 1.355 -0.042 1.945 0.163
C 2.598 0.809 1.570 -0.630
F 0.692 0.556 2.971 -0.322
N -0.809 0.055 0.618 -0.181
C -1.697 0.450 1.566 0.077
C -2.636 0.527 2.289 -0.081
N -1.158 -0.174 -0.675 -0.348
H -2.598 -0.131 -4.841 0.265
H 0.913 -1.169 -2.972 0.460
H 1.719 -1.026 2.237 0.220
H 3.456 0.173 1.387 0.241
H 2.393 1.360 0.656 0.219
H 2.792 1.538 2.350 0.256
H -3.489 0.554 2.918 0.267
H -2.082 -0.076 -1.068 0.473
```

Calculated values
**Total charge**: +1
**Frontier orbital gap**: 9.56 eV
**Structure (SMILES)**: C#CNc1nc([C@@H](C)F)n(C#C)[nH+]1
**Molar mass**: 179.18 g/mol

No. 2
Here is a cluster of 9 separate species, C32H41F8NO27 in total from the OMol25 dataset. Energies are from ωB97M-V/def2-TZVPD.

Structure (XYZ):
```
109
Properties=species:S:1:pos:R:3:mulliken_charge:R:1
C -0.706 3.237 0.486 -0.798
O -1.367 2.900 1.702 -0.111
C -0.506 2.842 2.785 -0.560
N 0.491 1.762 2.655 -0.223
C -0.119 0.528 2.279 0.487
O -1.258 0.199 2.560 -0.556
O 0.732 -0.284 1.603 -0.305
C 0.295 -0.563 0.251 0.161
C 1.116 -1.720 -0.263 -0.328
C 0.952 -2.022 -1.765 1.377
C -0.062 -3.154 -1.983 -1.359
C 0.596 -0.819 -2.646 -1.647
H -0.427 4.288 0.455 0.318
H -1.385 3.004 -0.325 0.224
H 0.193 2.646 0.324 0.380
H -1.113 2.684 3.679 0.281
H 0.042 3.776 2.921 0.349
H 0.917 1.603 3.561 0.326
H -0.760 -0.833 0.277 0.115
H 0.407 0.341 -0.340 -0.022
H 0.781 -2.598 0.291 0.193
H 2.164 -1.564 -0.012 -0.262
H 1.916 -2.385 -2.122 -0.089
H -1.026 -2.750 -1.691 0.127
H -0.031 -3.435 -3.031 0.466
H 0.222 -3.980 -1.337 0.413
H 1.037 0.115 -2.313 0.382
H -0.485 -0.709 -2.722 0.313
H 0.947 -1.020 -3.656 0.457
O 5.011 -1.910 -0.294 -0.502
C 5.200 -1.990 0.871 0.703
O 5.357 -3.157 1.542 -0.267
C 5.716 -2.847 2.895 -0.467
C 5.177 -1.441 3.042 0.310
F 5.935 -0.689 3.874 -0.295
O 5.288 -0.935 1.722 -0.318
H 6.802 -2.870 3.001 0.299
H 5.270 -3.558 3.583 0.274
H 4.135 -1.383 3.361 0.266
O 5.510 -8.118 0.681 -0.497
C 6.018 -7.296 0.002 0.616
O 7.318 -6.912 0.088 -0.326
C 7.589 -6.008 -0.987 -0.418
C 6.207 -5.487 -1.308 0.675
F 6.059 -5.198 -2.628 -0.299
O 5.382 -6.586 -0.975 -0.304
H 8.013 -6.556 -1.830 0.280
H 8.281 -5.232 -0.674 0.306
H 5.906 -4.616 -0.723 -0.026
O 5.184 -1.117 -7.554 -0.488
C 5.176 -1.583 -6.469 0.567
O 6.242 -1.616 -5.630 -0.352
C 5.797 -2.122 -4.367 -0.184
C 4.563 -2.899 -4.757 0.296
F 3.621 -2.878 -3.783 -0.163
O 4.096 -2.178 -5.882 -0.328
H 5.555 -1.290 -3.703 0.267
H 6.562 -2.740 -3.905 0.180
H 4.754 -3.935 -5.044 0.170
O -0.554 5.437 -3.475 -0.540
C -1.553 5.625 -2.870 0.577
O -1.753 5.281 -1.577 -0.256
C -3.030 5.797 -1.166 1.040
C -3.743 5.956 -2.484 0.388
F -4.595 7.013 -2.488 -0.258
O -2.670 6.222 -3.379 -0.358
H -2.886 6.753 -0.668 -0.008
H -3.525 5.091 -0.503 -0.771
H -4.278 5.068 -2.824 0.255
O -5.312 4.155 0.158 -0.597
C -5.045 3.647 1.197 0.637
O -4.901 2.319 1.375 -0.303
C -4.418 2.095 2.702 0.234
C -4.863 3.356 3.408 0.315
F -3.999 3.734 4.382 -0.281
O -4.840 4.314 2.362 -0.271
H -3.334 2.010 2.678 -0.346
H -4.847 1.189 3.121 0.279
H -5.870 3.313 3.828 0.288
O -4.175 -1.907 -2.619 -0.521
C -4.208 -2.266 -1.494 0.525
O -3.146 -2.264 -0.650 -0.248
C -3.613 -2.629 0.655 -0.163
C -4.879 -3.384 0.332 0.441
F -5.826 -3.225 1.295 -0.315
O -5.313 -2.750 -0.860 -0.373
H -3.817 -1.727 1.233 0.154
H -2.875 -3.233 1.174 0.149
H -4.734 -4.447 0.146 0.289
O -3.083 -5.958 1.287 -0.445
C -2.859 -6.033 2.447 0.614
O -2.736 -7.185 3.141 -0.357
C -2.323 -6.863 4.474 -0.475
C -2.788 -5.430 4.608 0.288
F -1.970 -4.696 5.398 -0.272
O -2.698 -4.960 3.273 -0.215
H -1.238 -6.935 4.547 0.286
H -2.782 -7.536 5.192 0.275
H -3.815 -5.316 4.959 0.291
O -4.638 8.721 0.631 -0.481
C -3.938 9.449 0.020 0.658
O -4.180 10.763 -0.204 -0.348
C -3.036 11.324 -0.856 -0.473
C -2.398 10.103 -1.479 0.313
F -1.048 10.200 -1.527 -0.292
O -2.762 9.079 -0.570 -0.272
H -2.378 11.779 -0.115 0.285
H -3.337 12.073 -1.583 0.275
H -2.773 9.850 -2.472 0.299
```

Calculated values
**Total charge**: 0
**Frontier orbital gap**: 10.09 eV
**Structure (SMILES)**: COCNC(=O)OCCC(C)C.O=C1OC[C@@H](F)O1.O=C1OC[C@@H](F)O1.O=C1OC[C@@H](F)O1.O=C1OC[C@@H](F)O1.O=C1OC[C@@H](F)O1.O=C1OC[C@@H](F)O1.O=C1OC[C@@H](F)O1.O=C1OC[C@@H](F)O1
**Molar mass**: 1023.64 g/mol
**Energy relative to the best compared isomer or geometry (same formula, charge and spin)**: 0.0000 eV

No. 3
Here is a cluster of 2 separate species, C3H9NO2 in total from the OMol25 dataset. Energies are from ωB97M-V/def2-TZVPD.

Structure (XYZ):
```
15
Properties=species:S:1:pos:R:3:nbo_charge:R:1
C 0.082 0.798 0.400 0.832
C -0.533 -1.058 1.203 -0.934
C 0.549 -0.218 -1.768 -0.424
N 0.991 0.279 -0.477 -0.667
O -0.997 1.496 0.007 -0.694
O 0.692 1.371 1.448 -0.679
H -1.168 1.390 -0.940 0.492
H 0.023 1.651 2.089 0.489
H 1.264 -0.553 0.152 0.421
H -0.355 -2.055 0.792 0.190
H -0.298 -1.136 2.270 0.192
H -1.618 -0.912 1.169 0.192
H 1.431 -0.498 -2.341 0.219
H 0.023 0.555 -2.328 0.182
H -0.085 -1.112 -1.676 0.188
```

Calculated values
**Total charge**: 0
**Frontier orbital gap**: 8.47 eV
**Molar mass**: 91.11 g/mol
**Energy relative to the best compared isomer or geometry (same formula, charge and spin)**: 3.7188 eV

No. 4
Here is a structure of composition C20H27N5O3 from the OMol25 dataset. Energies are from ωB97M-V/def2-TZVPD.

Structure (XYZ):
```
55
Properties=species:S:1:pos:R:3:nbo_charge:R:1
C 0.130 -3.196 -2.559 -0.275
H 1.012 -3.759 -2.500 0.182
O 0.650 -1.782 -2.797 -0.531
C 1.215 -1.176 -1.574 0.294
C 1.637 -1.707 -0.315 -0.204
C 2.201 -1.262 0.709 -0.296
C 2.357 0.027 0.654 -0.157
C 2.239 0.845 -0.587 -0.171
C 1.576 0.162 -1.601 -0.040
C 0.958 0.967 -2.842 -0.155
N 0.180 1.825 -2.528 -0.550
C -0.414 2.552 -3.567 -0.204
H -1.449 2.186 -3.903 0.180
H 0.173 2.637 -4.481 0.227
C -0.979 4.059 -3.153 -0.169
N -1.955 3.750 -1.920 -0.577
C -1.918 2.936 -1.031 0.731
O -2.510 2.846 -0.001 -0.628
C -0.811 1.691 -1.562 -0.123
C -1.880 0.329 -1.712 -0.533
H -2.749 0.827 -1.925 0.207
C -1.969 -0.681 -0.455 0.730
O -1.721 -1.775 -0.615 -0.605
N -2.369 -0.009 0.657 -0.650
H -2.114 1.231 0.572 0.434
C -2.248 -0.483 1.842 -0.208
H -2.704 -1.424 1.860 0.184
H -2.807 -0.062 2.499 0.186
C -0.896 -0.633 2.546 -0.413
H -0.533 0.468 2.588 0.194
H -0.076 -1.071 1.673 0.213
C -0.637 -1.204 3.860 -0.190
N 0.640 -1.445 4.176 -0.250
C 1.433 -2.354 4.033 0.119
C 2.675 -2.076 4.540 -0.368
C 2.574 -0.967 4.912 -0.078
N 1.372 -0.330 4.889 -0.306
H 3.004 -0.409 5.555 0.210
H 3.633 -2.712 4.443 0.228
H 1.199 -3.495 3.421 0.206
H -1.354 -2.304 3.671 0.155
H -1.357 -0.994 4.631 0.242
H -1.445 -0.190 -2.416 0.208
H -0.396 1.485 -0.407 0.222
H -2.313 4.595 -1.651 0.382
H -0.280 4.739 -3.085 0.183
H -1.802 4.501 -3.982 0.202
H 0.391 0.341 -3.590 0.169
H 1.964 1.433 -3.385 0.172
H 2.349 1.716 -0.627 0.163
H 3.088 0.633 1.288 0.205
H 2.635 -1.780 1.464 0.231
H 1.495 -2.862 -0.487 0.193
H -0.431 -3.376 -3.470 0.195
H -0.662 -3.258 -1.756 0.238
```

Calculated values
**Total charge**: 0
**Frontier orbital gap**: 8.50 eV
**Molar mass**: 385.47 g/mol
**Energy relative to the best compared isomer or geometry (same formula, charge and spin)**: 22.4314 eV